1.
9
Properties=species:S:1:pos:R:3:nbo_charge:R:1 method="wB97M-V/def2-TZVPD" e_tot_ev=-37588.65742 e_above_lowest_kj_mol=330.5
C 1.58 -0.80 1.32 -0.10
C -0.12 -0.57 0.09 0.47
N 0.98 0.02 0.54 -0.52
N -0.55 -1.72 0.47 -0.65
S 0.66 -2.34 1.45 0.54
S -1.18 2.30 -2.22 0.00
S -1.89 0.53 -1.97 -0.10
H 2.61 -0.51 1.65 0.24
H -2.10 3.08 -1.32 0.12

2.
85
Properties=species:S:1:pos:R:3:lowdin_spin:R:1 method="wB97M-V/def2-TZVPD" e_tot_ev=-66167.68226 multiplicity=3
O 10.21 -0.09 5.09 0.00
S 9.04 0.57 4.53 0.00
O 8.38 -0.36 3.33 0.00
C 8.87 -0.04 2.01 0.00
C 7.90 0.93 1.19 0.00
C 6.85 1.69 2.07 0.00
C 5.59 0.85 2.47 0.00
C 5.47 -0.60 2.41 0.00
C 4.19 -1.22 2.79 0.00
C 3.03 -0.45 3.23 0.00
C 3.17 1.00 3.32 0.00
C 4.43 1.61 2.95 0.00
O 9.66 2.00 3.82 0.00
N 9.76 2.98 4.83 0.00
C 8.59 3.22 5.28 0.00
S 7.29 4.04 5.72 0.00
H 8.89 -1.00 1.42 0.00
H 9.93 0.33 1.99 0.00
H 8.58 1.72 0.75 0.00
H 7.44 0.41 0.31 0.00
H 6.47 2.54 1.44 0.00
H 7.26 2.15 3.00 0.00
H 6.33 -1.22 2.08 0.00
H 4.05 -2.33 2.72 0.00
H 2.05 -0.91 3.50 0.00
H 2.35 1.66 3.68 0.00
H 4.51 2.72 3.01 0.00
C -3.47 -3.12 2.24 0.00
C -2.39 -2.17 2.82 0.03
C -2.96 -0.75 2.95 0.01
C -3.11 -0.02 1.62 0.00
C -1.80 -0.04 0.84 0.01
C -1.23 -1.46 0.67 0.03
N -1.17 -2.21 1.96 0.34
O -0.15 -1.72 2.66 0.57
C -2.08 -2.23 -0.36 0.00
C 0.15 -1.36 0.00 0.00
C -2.12 -2.72 4.23 0.00
H -4.01 -3.65 3.02 0.00
H -4.22 -2.60 1.65 0.00
H -3.02 -3.90 1.61 0.00
H -2.31 -0.14 3.60 0.00
H -3.93 -0.78 3.45 0.00
H -3.91 -0.46 1.03 0.00
H -3.40 1.02 1.80 0.00
H -1.96 0.41 -0.14 0.00
H -1.07 0.59 1.36 0.00
H -1.75 -3.27 -0.44 0.00
H -1.98 -1.79 -1.35 0.00
H -3.15 -2.22 -0.14 0.00
H 0.85 -0.73 0.55 0.00
H 0.06 -0.91 -1.00 0.00
H 0.61 -2.35 -0.13 0.00
H -1.71 -3.73 4.20 0.00
H -3.05 -2.76 4.81 0.00
H -1.44 -2.09 4.81 0.00
C -3.90 2.94 -4.78 0.00
C -3.20 1.72 -4.12 0.03
C -2.56 0.84 -5.21 0.01
C -3.57 0.02 -6.01 0.00
C -4.48 -0.77 -5.09 0.01
C -5.15 0.10 -4.01 0.03
N -4.18 0.97 -3.29 0.34
O -3.50 0.20 -2.45 0.57
C -6.25 0.96 -4.67 0.00
C -5.94 -0.82 -3.05 0.00
C -2.07 2.34 -3.28 0.00
H -3.25 3.82 -4.80 0.00
H -4.19 2.76 -5.81 0.00
H -4.79 3.24 -4.22 0.00
H -1.85 0.14 -4.75 0.00
H -1.97 1.46 -5.89 0.00
H -4.16 0.68 -6.66 0.00
H -3.04 -0.66 -6.68 0.00
H -5.24 -1.28 -5.68 0.00
H -3.89 -1.56 -4.61 0.00
H -6.69 1.65 -3.95 0.00
H -7.06 0.33 -5.05 0.00
H -5.90 1.53 -5.53 0.00
H -5.31 -1.58 -2.59 0.00
H -6.72 -1.35 -3.59 0.00
H -6.41 -0.24 -2.26 0.00
H -2.47 2.98 -2.49 0.00
H -1.42 2.96 -3.91 0.00
H -1.42 1.59 -2.82 0.00

3.
8
Properties=species:S:1:pos:R:3:nbo_charge:R:1 method="wB97M-V/def2-TZVPD" e_tot_ev=-142219.64654 e_above_lowest_kj_mol=417.5
C 0.10 -1.71 -0.05 -0.52
C 0.22 1.83 0.00 -0.50
Br -1.05 -3.09 -0.07 0.13
Br -1.57 1.88 0.12 0.13
H -0.28 -0.67 0.04 0.19
H 1.08 -1.91 -0.52 0.19
H 0.76 2.77 0.21 0.20
H 0.73 0.90 0.27 0.18

4.
82
Properties=species:S:1:pos:R:3:lowdin_charge:R:1 method="wB97M-V/def2-TZVPD" e_tot_ev=-140773.98170
Mg 0.65 -1.44 -0.23 0.44
Mg 0.97 -4.17 3.52 1.07
C -2.57 -4.74 0.84 -0.58
F -3.25 -4.41 -0.27 0.15
F -3.47 -5.16 1.72 0.16
F -1.65 -5.77 0.57 0.09
S -1.68 -3.19 1.45 0.71
O -2.70 -2.24 1.95 -0.25
O -0.74 -3.74 2.47 -0.38
O -0.87 -2.56 0.34 -0.33
C 4.09 -4.46 0.53 -0.53
F 4.43 -5.67 1.07 0.10
F 4.52 -3.50 1.41 0.11
F 4.58 -4.43 -0.72 0.15
S 2.16 -4.42 0.52 0.67
O 1.66 -3.07 0.13 -0.30
O 1.76 -5.42 -0.48 -0.25
O 1.84 -4.62 1.94 -0.36
C -0.95 1.67 -2.99 -0.58
F -0.03 0.97 -3.57 0.14
F -0.38 2.76 -2.42 0.11
F -1.93 1.97 -3.92 0.10
S -1.70 0.48 -1.57 0.64
O -0.59 0.03 -0.68 -0.34
O -2.64 1.42 -0.90 -0.29
O -2.36 -0.69 -2.20 -0.32
C 2.69 -0.07 3.25 -0.65
F 3.21 -0.23 4.47 0.15
F 2.59 1.22 3.08 0.18
F 3.46 -0.69 2.36 0.13
S 1.04 -0.99 3.04 0.69
O 0.76 -0.92 1.60 -0.28
O 1.38 -2.43 3.28 -0.38
O 0.15 -0.38 4.00 -0.22
C -5.37 0.61 -2.65 -0.10
O -5.16 0.82 -1.27 -0.19
C -5.08 -0.36 -0.54 -0.22
C -4.96 -0.08 1.00 -0.17
O -4.03 0.99 1.23 -0.18
C -3.68 1.00 2.61 -0.11
H -4.69 -0.23 -2.86 0.07
H -4.94 1.46 -3.18 0.09
H -6.37 0.31 -2.95 0.08
H -4.18 -0.92 -0.78 0.09
H -5.87 -1.07 -0.80 0.12
H -4.68 -0.99 1.54 0.09
H -5.98 0.13 1.33 0.11
H -3.11 0.08 2.79 0.06
H -4.48 1.12 3.33 0.08
H -2.93 1.76 2.84 0.08
C 1.72 3.64 0.94 -0.11
O 2.50 3.69 -0.26 -0.21
C 2.33 4.98 -0.98 -0.13
C 3.11 6.13 -0.22 -0.15
O 2.63 6.40 1.13 -0.20
C 1.40 7.11 1.23 -0.12
H 0.68 3.96 0.86 0.10
H 2.27 4.06 1.78 0.09
H 1.56 2.62 1.28 0.06
H 1.27 5.10 -1.22 0.11
H 2.84 4.86 -1.94 0.11
H 3.05 7.00 -0.87 0.11
H 4.18 5.92 -0.20 0.12
H 0.54 6.79 0.66 0.09
H 1.43 8.17 0.94 0.07
H 1.21 7.27 2.29 0.09
C -0.29 -3.22 -2.48 -0.08
O 0.53 -2.20 -1.99 -0.26
C 1.84 -2.14 -2.71 -0.06
C 2.57 -0.88 -2.26 -0.16
O 2.32 -0.71 -0.91 -0.22
C 3.15 0.30 -0.38 -0.03
H -0.74 -2.86 -3.40 0.10
H -1.14 -3.32 -1.80 0.08
H 0.18 -4.18 -2.66 0.11
H 1.58 -2.06 -3.77 0.14
H 2.43 -3.04 -2.53 0.13
H 2.25 0.02 -2.77 0.13
H 3.64 -0.93 -2.48 0.14
H 4.19 -0.03 -0.29 0.12
H 2.69 0.49 0.58 0.07
H 3.13 1.32 -0.77 0.10

5.
16
Properties=species:S:1:pos:R:3:nbo_charge:R:1 method="wB97M-V/def2-TZVPD" e_tot_ev=-47617.73567 e_above_lowest_kj_mol=66.2
C 0.28 0.02 -0.29 0.32
C 2.95 0.23 0.82 -0.56
C -1.24 -0.09 -0.20 -0.61
O 2.49 1.65 -1.22 -0.90
O 2.56 -1.18 -1.49 -0.88
O 2.90 -2.46 0.58 -0.87
O 0.74 1.14 0.42 -0.71
O 0.89 -1.11 0.26 -0.70
S 2.27 1.69 0.20 1.56
S 2.41 -1.30 -0.08 2.36
Cl 5.30 0.19 0.12 -0.18
H 0.43 0.22 -1.38 0.22
H 2.85 0.06 1.90 0.26
H -1.72 -0.21 -1.14 0.23
H -1.53 1.00 0.23 0.23
H -1.36 -0.84 0.50 0.23

6.
42
Properties=species:S:1:pos:R:3:nbo_charge:R:1 method="wB97M-V/def2-TZVPD" e_tot_ev=-91324.38214 charge=-2 e_above_lowest_kj_mol=589.6
Zn 11.38 -5.74 -23.77 1.35
S 12.25 -2.90 -25.65 2.61
O 11.23 -3.09 -24.59 -1.14
O 11.65 -2.77 -27.03 -1.12
O 13.16 -1.84 -25.38 -1.07
O 12.91 -4.17 -25.58 -1.15
O 12.66 -6.23 -21.29 -0.85
C 11.87 -6.62 -20.19 -0.08
C 10.39 -7.17 -20.54 -0.09
O 9.72 -6.55 -21.69 -0.88
H 11.70 -5.80 -19.48 0.10
H 12.47 -7.32 -19.62 0.11
H 9.81 -6.93 -19.65 0.12
H 10.31 -8.26 -20.54 0.10
C 7.30 -4.17 -26.79 -0.09
C 7.77 -5.63 -26.68 -0.08
O 9.15 -5.75 -26.42 -0.72
O 8.13 -3.38 -27.69 -0.76
H 7.43 -3.68 -25.83 0.18
H 6.24 -4.09 -27.03 0.16
H 7.62 -6.16 -27.62 0.14
H 7.22 -6.22 -25.96 0.17
H 9.60 -5.71 -27.27 0.48
H 9.06 -3.35 -27.44 0.52
O 12.50 -8.51 -25.17 -0.60
C 13.23 -9.20 -25.84 0.67
N 14.45 -9.49 -25.36 -0.83
C 12.70 -10.02 -26.99 -0.71
H 14.75 -9.13 -24.47 0.41
H 15.25 -9.91 -25.81 0.38
H 12.91 -11.08 -26.85 0.22
H 13.25 -9.74 -27.89 0.22
H 11.66 -9.78 -27.17 0.24
O 8.57 -12.09 -24.86 -0.65
C 8.75 -11.27 -24.01 0.67
N 8.59 -9.97 -24.26 -0.82
C 9.18 -11.60 -22.59 -0.72
H 8.59 -9.75 -25.25 0.40
H 8.78 -9.21 -23.63 0.42
H 8.56 -11.15 -21.82 0.23
H 10.13 -11.07 -22.49 0.24
H 9.30 -12.67 -22.45 0.22

7.
75
Properties=species:S:1:pos:R:3:lowdin_charge:R:1 method="wB97M-V/def2-TZVPD" e_tot_ev=-89381.06516 charge=-1 e_above_lowest_kj_mol=0.0
C -1.49 0.24 3.76 0.00
C -0.82 1.00 3.10 -0.31
P 0.18 2.04 1.80 0.15
C 0.50 3.41 3.11 -0.40
C 1.86 3.36 3.79 -0.49
C 3.04 3.46 2.80 -0.10
C 2.02 2.16 4.71 -0.11
P -1.56 3.35 1.18 0.41
O -2.49 3.37 2.57 -0.47
Cl -2.96 2.46 -0.14 0.09
P 0.04 0.39 0.23 0.78
C -1.56 -0.54 0.37 -0.36
C 0.01 1.15 -1.48 -0.48
C 0.61 0.07 -2.42 -0.21
H -1.86 -0.34 4.55 -0.02
H 0.99 2.78 0.81 -0.05
H 1.38 1.36 2.22 -0.05
H -0.26 3.46 3.88 0.06
H 0.44 4.36 2.57 0.04
H 1.91 4.24 4.42 0.11
H 3.55 2.52 2.69 0.06
H 3.76 4.17 3.20 0.06
H 2.67 3.79 1.84 0.04
H 1.80 1.23 4.22 0.05
H 3.06 2.12 5.04 0.07
H 1.42 2.27 5.60 0.07
H -3.21 4.00 2.43 -0.02
H -1.38 -1.57 0.62 -0.02
H -1.98 -0.55 -0.64 0.01
H -2.29 -0.06 1.00 -0.02
H 0.63 2.04 -1.49 0.04
H -1.00 1.32 -1.83 0.01
H -0.22 -0.47 -2.87 0.06
H 1.14 -0.67 -1.83 0.02
H 1.27 0.47 -3.17 0.03
C 4.99 0.10 -6.36 -0.12
C 4.70 1.08 -5.24 -0.11
O 3.40 0.69 -4.82 0.06
C 3.21 -0.61 -5.16 -0.55
O 2.30 -1.28 -4.79 0.16
O 4.22 -1.04 -5.97 0.05
H 6.04 -0.16 -6.44 0.13
H 4.63 0.46 -7.33 0.13
H 5.39 0.98 -4.40 0.14
H 4.70 2.12 -5.57 0.13
C -1.07 -5.37 -0.72 -0.12
C -0.87 -6.20 0.53 -0.13
O 0.03 -5.40 1.29 0.05
C -0.10 -4.10 0.88 -0.56
O 0.39 -3.16 1.41 0.17
O -0.87 -4.04 -0.24 0.05
H -2.06 -5.47 -1.15 0.13
H -0.33 -5.59 -1.49 0.11
H -1.80 -6.33 1.10 0.13
H -0.44 -7.18 0.33 0.13
C 2.27 -5.63 -5.51 -0.12
C 2.01 -4.62 -4.41 -0.10
O 0.70 -5.00 -3.96 0.06
C 0.50 -6.29 -4.27 -0.58
O -0.41 -6.95 -3.88 0.15
O 1.49 -6.75 -5.09 0.05
H 3.32 -5.90 -5.60 0.13
H 1.91 -5.29 -6.48 0.13
H 2.71 -4.72 -3.58 0.14
H 2.03 -3.59 -4.76 0.11
C -5.50 3.94 3.92 -0.12
C -6.56 3.43 4.87 -0.12
O -6.95 4.62 5.56 0.05
C -6.65 5.68 4.77 -0.58
O -7.01 6.80 4.98 0.16
O -5.91 5.30 3.71 0.06
H -5.48 3.39 2.98 0.13
H -4.51 3.93 4.36 0.13
H -7.43 3.03 4.34 0.13
H -6.19 2.68 5.56 0.13

8.
80
Properties=species:S:1:pos:R:3:lowdin_spin:R:1 method="wB97M-V/def2-TZVPD" e_tot_ev=-134378.75285 charge=+1 e_above_lowest_kj_mol=46.7 multiplicity=2
Cr -0.50 -0.60 -1.24 1.02
N -1.74 1.09 -1.47 0.00
C -2.86 0.89 -0.53 0.00
C -4.05 1.81 -0.71 0.00
C -3.94 3.15 0.04 0.00
C -4.40 3.06 1.50 0.00
N -3.58 2.19 2.37 0.00
C -2.41 2.53 2.90 0.00
N -1.95 3.78 2.77 0.00
N -1.70 1.64 3.58 0.00
C -3.22 -0.60 -0.59 0.00
O -4.28 -0.99 -0.17 0.00
O -2.26 -1.36 -1.06 0.00
H -1.28 1.99 -1.33 0.00
H -2.11 1.10 -2.42 0.00
H -2.42 1.01 0.46 0.00
H -4.94 1.28 -0.38 0.00
H -4.19 2.00 -1.77 0.00
H -4.59 3.89 -0.43 0.00
H -2.92 3.54 -0.02 0.00
H -5.40 2.63 1.54 0.00
H -4.47 4.04 1.96 0.00
H -3.88 1.24 2.49 0.00
H -2.48 4.48 2.29 0.00
H -1.08 4.06 3.19 0.00
H -1.97 0.67 3.61 0.00
H -0.78 1.86 3.93 0.00
N 5.49 -0.06 -2.19 0.00
C 4.46 0.45 -2.18 0.00
N 3.31 1.10 -2.16 0.01
C 2.16 0.66 -1.98 0.01
N 1.01 0.40 -1.83 0.00
C -0.21 -0.17 0.77 -0.05
C 0.98 -0.93 1.25 0.00
C 0.85 -2.23 1.73 -0.01
C 1.96 -2.98 2.09 0.00
C 3.23 -2.45 1.96 -0.01
C 3.38 -1.15 1.50 0.00
C 2.27 -0.40 1.16 -0.01
H -0.07 0.91 0.87 0.00
H -1.12 -0.49 1.29 0.00
H -0.15 -2.67 1.81 0.00
H 1.83 -3.99 2.47 0.00
H 4.10 -3.03 2.23 0.00
H 4.37 -0.72 1.40 0.00
H 2.39 0.62 0.79 0.00
C 1.96 4.10 0.50 0.00
As 0.38 3.99 -0.65 0.00
C -0.12 5.88 -0.63 0.00
C 1.32 4.06 -2.36 0.00
H 2.61 4.90 0.15 0.00
H 2.50 3.16 0.47 0.00
H 1.69 4.31 1.54 0.00
H 0.76 6.51 -0.74 0.00
H -0.64 6.17 0.29 0.00
H -0.79 6.08 -1.47 0.00
H 1.99 4.92 -2.38 0.00
H 0.60 4.15 -3.18 0.00
H 1.91 3.16 -2.52 0.00
C -1.45 -4.30 -0.64 0.00
N -0.01 -4.51 -0.75 0.00
C 0.44 -5.87 -0.50 0.00
C 1.90 -5.88 -0.11 0.00
C 2.68 -5.16 -1.18 0.00
N 2.11 -3.83 -1.42 0.00
C 3.03 -2.84 -1.94 0.00
C 0.81 -3.55 -1.22 0.00
O 0.38 -2.38 -1.44 0.01
H -1.77 -4.55 0.37 0.00
H -1.98 -4.94 -1.35 0.00
H -1.70 -3.27 -0.85 0.00
H 0.27 -6.49 -1.39 0.00
H -0.18 -6.28 0.30 0.00
H 2.26 -6.90 -0.01 0.00
H 2.03 -5.37 0.84 0.00
H 2.68 -5.73 -2.12 0.00
H 3.72 -5.01 -0.88 0.00
H 3.74 -2.53 -1.17 0.00
H 2.47 -1.98 -2.28 0.00
H 3.59 -3.26 -2.78 0.00